[1]
Formula: C5H10O2
Source: OMol25
Level of theory: wB97M-V/def2-TZVPD

Output
Net charge: 0
E_HOMO (spin up / spin down): -6.72 / -6.93 eV
E_LUMO (spin up / spin down): -0.13 / 0.08 eV
HOMO-LUMO gap (spin up / spin down): 6.6 / 7.0 eV
Electronic energy: -346.84538 a.u.

Geometry as XYZ:
```
17
Properties=species:S:1:pos:R:3:lowdin_charge:R:1
C 2.218 0.420 -0.763 -0.1021
C 1.001 -0.286 -0.229 -0.3130
C 0.789 -0.208 1.262 -0.2781
O -0.216 -1.114 1.716 -0.0951
C -1.235 -0.292 -0.623 -0.1386
C -2.533 0.423 -0.519 -0.0186
O -0.170 0.381 -0.772 0.0020
H 2.430 0.149 -1.805 0.0651
H 3.091 0.111 -0.173 0.0738
H 2.159 1.522 -0.715 0.0764
H 0.013 -1.949 1.272 0.0834
H 0.418 0.774 1.608 0.1242
H 1.752 -0.392 1.757 0.1170
H -1.138 -1.373 -0.550 0.1269
H -2.474 1.183 0.266 0.0941
H -2.774 0.931 -1.460 0.0960
H -3.332 -0.280 -0.273 0.0865
```

[2]
Formula: C3H6Cl6
Source: OMol25
Level of theory: wB97M-V/def2-TZVPD

Output
Net charge: 0
E_HOMO: -10.86 eV
E_LUMO: 0.70 eV
HOMO-LUMO gap: 11.6 eV
Structure (SMILES): ClCCl.ClCCl.ClCCl
Electronic energy: -2879.03188 a.u.

Geometry as XYZ:
```
15
Properties=species:S:1:pos:R:3:lowdin_charge:R:1
Cl -0.873 -3.608 2.602 0.5205
C -0.216 -5.189 2.933 -1.0813
Cl 1.068 -5.119 4.119 0.5129
H -1.049 -5.822 3.280 0.0359
H 0.176 -5.697 2.086 0.0118
Cl 0.565 3.909 0.437 0.4522
C 0.465 2.233 1.121 -1.0158
Cl -1.098 1.542 0.919 0.5439
H 1.244 1.734 0.597 0.0129
H 0.672 2.366 2.149 0.0059
Cl -0.874 4.006 -4.819 0.5314
C -0.041 2.693 -4.066 -1.0417
Cl -1.071 1.670 -3.007 0.4729
H 0.252 2.090 -4.872 -0.0098
H 0.781 3.191 -3.478 0.0484
```

[3]
Formula: C11H26AlBeBrCl2F8NNaO8P2
Source: OMol25
Level of theory: wB97M-V/def2-TZVPD

Output
Net charge: +2
E_HOMO: -12.08 eV
E_LUMO: -10.73 eV
HOMO-LUMO gap: 1.3 eV
Electronic energy: -6485.56569 a.u.

Geometry as XYZ:
```
62
Properties=species:S:1:pos:R:3:lowdin_charge:R:1
C -0.434 -0.475 1.887 -0.2228
C 0.437 -1.749 1.264 -0.2097
O 0.425 -1.751 -0.236 -0.2285
C 0.755 -3.143 -0.594 -0.3482
P 1.929 -3.266 -2.144 1.0724
F 1.825 -1.788 -3.113 -0.3309
C 3.665 -3.505 -1.383 -0.3601
C 4.649 -2.197 -1.468 -0.1487
C 3.968 -0.779 -1.007 -0.2748
O 4.325 0.225 -2.031 -0.0553
C 3.319 1.294 -2.131 -0.2485
C 2.451 1.942 -0.900 -0.0182
O 3.124 1.830 -3.359 0.0213
H 0.181 0.140 2.687 0.0522
H -0.764 0.300 1.043 0.0673
H -1.367 -0.931 2.456 -0.0541
H 1.531 -1.634 1.697 0.0535
H -0.074 -2.726 1.709 0.1574
H -0.172 -3.825 -0.820 0.1341
H 1.347 -3.689 0.286 0.0566
H 3.507 -3.937 -0.300 0.0194
H 4.179 -4.386 -2.002 0.1325
H 5.542 -2.401 -0.703 0.1370
H 5.184 -2.080 -2.525 0.1712
H 2.825 -0.833 -0.755 0.1072
H 4.502 -0.423 -0.001 -0.0938
H 1.312 2.022 -1.239 0.1239
H 2.806 3.072 -0.773 0.1327
H 2.482 1.329 0.098 -0.0278
C -3.188 0.649 -0.760 -0.9907
Cl -2.774 1.920 0.396 0.5895
Cl -4.129 1.298 -2.109 0.5662
H -2.267 0.207 -1.148 0.0265
H -3.778 -0.117 -0.250 0.0077
Al 3.807 0.191 1.686 1.1061
O 0.073 3.394 0.977 -0.0557
H 0.474 3.558 0.111 0.0610
H -0.802 3.036 0.766 -0.0185
N 2.110 2.570 -6.429 -0.5707
O 2.683 3.672 -6.443 0.1658
O 1.017 2.446 -5.852 0.1438
O 2.630 1.592 -6.991 0.1657
Br -2.059 0.392 3.835 0.5324
C -6.585 -3.785 0.179 -0.0877
C -6.287 -2.330 -0.116 -0.3157
O -5.023 -1.974 0.424 -0.1156
H -6.585 -3.966 1.259 0.0811
H -7.559 -4.074 -0.227 0.0837
H -5.816 -4.433 -0.253 0.0719
H -7.045 -1.684 0.335 0.1214
H -6.272 -2.143 -1.195 0.1122
H -4.355 -2.548 0.011 0.0819
F -1.587 3.083 4.732 -0.1899
P -1.043 4.502 4.388 -0.0199
F 0.387 3.883 4.358 -0.1002
F -2.250 4.730 5.346 -0.0857
F -1.175 4.125 2.882 -0.1415
F -0.184 5.372 5.354 -0.1025
F -1.449 5.816 3.655 -0.0960
Na 3.103 -3.342 1.262 0.5690
F 1.934 2.224 2.017 -0.6167
Be 0.534 5.098 2.157 1.2038
```

[4]
Formula: C6H19NO3
Source: OMol25
Level of theory: wB97M-V/def2-TZVPD

Output
Net charge: 0
E_HOMO: -9.11 eV
E_LUMO: 0.56 eV
HOMO-LUMO gap: 9.7 eV
Structure (SMILES): CC(C)[C@H](C)NCO.O.O
Electronic energy: -520.42744 a.u.

Geometry as XYZ:
```
29
Properties=species:S:1:pos:R:3:lowdin_charge:R:1
C 1.871 -0.728 -0.387 -0.0868
C 1.448 0.621 0.230 -0.3455
C 2.008 0.795 1.647 -0.0745
C -0.084 0.975 0.037 -0.3517
C -0.592 2.091 0.961 -0.0536
N -0.839 -0.281 0.204 -0.0361
C -2.211 -0.315 -0.303 -0.2761
O -3.219 -0.195 0.687 -0.0446
H 2.828 -0.668 -0.913 0.0815
H 2.139 -1.547 0.304 0.0767
H 1.075 -1.085 -1.014 0.0170
H 1.975 1.351 -0.385 0.1199
H 2.329 -0.176 2.081 0.0727
H 1.263 0.987 2.428 0.0628
H 2.936 1.367 1.630 0.0790
H -0.264 1.336 -0.991 0.1250
H -0.068 3.012 0.703 0.0841
H -1.681 2.163 0.838 0.0700
H -0.391 1.988 2.030 0.0656
H -0.763 -0.636 1.148 0.1299
H -2.375 0.406 -1.100 0.1267
H -2.301 -1.356 -0.606 0.0991
H -3.559 0.693 0.772 0.0675
O 0.311 -0.743 -3.105 -0.0613
H 0.028 0.070 -2.656 0.0239
H -0.474 -1.284 -3.317 0.0552
O -0.687 -3.263 -0.182 -0.0465
H -0.561 -2.914 -1.063 0.0172
H -0.143 -2.664 0.324 0.0029
```

[5]
Formula: C5H7N
Source: OMol25
Level of theory: wB97M-V/def2-TZVPD

Output
Net charge: 0
E_HOMO: -8.79 eV
E_LUMO: 1.22 eV
HOMO-LUMO gap: 10.0 eV
Structure (SMILES): C1=C[C@H]2N[C@H]2C1
Electronic energy: -249.38009 a.u.

Geometry as XYZ:
```
13
Properties=species:S:1:pos:R:3:lowdin_charge:R:1
C -0.809 -0.521 1.032 -0.0812
C -0.862 -1.084 -0.174 -0.0836
C 0.282 -0.625 -0.991 -0.2312
N -0.194 0.784 -1.328 0.0686
C 0.792 0.556 -0.290 -0.3262
C 0.260 0.559 1.123 -0.1380
H -1.516 -0.722 1.824 0.0927
H -1.674 -1.647 -0.628 0.1073
H 0.948 -1.415 -1.382 0.1430
H 0.102 1.469 -2.013 0.0898
H 1.806 0.882 -0.515 0.1390
H 1.068 0.362 1.837 0.1067
H -0.193 1.528 1.367 0.1131
```

[6]
Formula: C2H3IS
Source: OMol25
Level of theory: wB97M-V/def2-TZVPD

Output
Net charge: 0
E_HOMO: -8.67 eV
E_LUMO: -0.50 eV
HOMO-LUMO gap: 8.2 eV
Structure (SMILES): C=CSI
Electronic energy: -773.80717 a.u.

Geometry as XYZ:
```
7
Properties=species:S:1:pos:R:3:lowdin_charge:R:1
C -1.308 -0.067 -0.261 -0.0836
C -0.214 0.224 0.317 -0.3371
S 1.452 -1.114 -0.046 0.0158
I 3.263 0.442 -0.037 0.2916
H -2.108 0.568 -0.027 0.0549
H -1.165 -1.000 -0.865 0.0760
H 0.082 0.948 0.920 -0.0176
```

[7]
Formula: C4H7P3
Source: OMol25
Level of theory: wB97M-V/def2-TZVPD

Output
Net charge: 0
E_HOMO: -8.31 eV
E_LUMO: -0.18 eV
HOMO-LUMO gap: 8.1 eV
Structure (SMILES): C/P=C(\C)P1#P=C1
Electronic energy: -1180.55396 a.u.

Geometry as XYZ:
```
14
Properties=species:S:1:pos:R:3:lowdin_charge:R:1
C 2.098 -1.577 0.365 -0.3605
P 0.248 -1.882 -0.084 0.8428
C -0.402 -0.356 -0.327 -0.9514
C 0.317 0.945 -0.304 -0.1891
P -2.179 -0.288 -0.921 0.5959
P -3.251 0.359 0.899 0.6622
C -2.640 1.352 -0.238 -0.8380
H 2.413 -2.579 0.683 -0.0001
H 1.838 -1.040 1.313 0.0187
H 2.774 -0.978 -0.265 0.0331
H -0.347 1.482 0.457 0.0783
H 0.166 1.334 -1.289 0.0711
H 1.279 0.816 0.027 0.0132
H -2.315 2.414 -0.316 0.0237
```

[8]
Formula: C24H25N13O3S2Ti
Source: OMol25
Level of theory: wB97M-V/def2-TZVPD

Output
Net charge: -2
E_HOMO (spin up / spin down): -1.51 / -2.69 eV
E_LUMO (spin up / spin down): 3.99 / 3.98 eV
HOMO-LUMO gap (spin up / spin down): 5.5 / 6.7 eV
Electronic energy: -3513.20543 a.u.
2S+1: 3

Geometry as XYZ:
```
68
Properties=species:S:1:pos:R:3:lowdin_spin:R:1
Ti -0.017 0.216 0.065 0.9451
N -1.525 -1.468 0.626 0.0056
C -2.742 -1.313 -0.168 0.0019
C -3.129 0.166 -0.129 0.0085
O -4.312 0.510 -0.277 0.0132
N -2.064 0.923 0.074 0.0051
C -2.252 2.348 0.117 -0.0003
C -0.913 2.979 0.468 0.0013
O -0.823 4.111 0.921 0.0001
O 0.102 2.212 0.215 0.0012
H -1.088 -2.379 0.561 0.0006
H -1.707 -1.264 1.603 0.0037
H -3.581 -1.923 0.180 -0.0002
H -2.520 -1.581 -1.204 0.0002
H -3.020 2.657 0.831 -0.0002
H -2.550 2.745 -0.862 -0.0002
S 0.332 0.073 2.611 0.1323
C 2.019 0.032 2.926 0.2160
N 2.413 -0.297 4.209 0.1066
C 3.813 -0.505 4.497 0.0082
C 4.617 0.569 3.795 0.0060
N 4.322 0.539 2.382 0.0623
C 5.459 0.337 1.500 0.0095
C 6.007 -1.072 1.588 0.0054
C 5.181 -2.154 1.274 0.0009
C 5.653 -3.450 1.379 0.0000
C 6.958 -3.687 1.802 0.0007
C 7.785 -2.620 2.119 0.0003
C 7.307 -1.318 2.012 0.0010
C 3.010 0.354 1.953 0.1713
S 2.663 0.591 0.311 0.2174
C 1.519 -0.224 5.344 0.0118
C 1.633 1.101 6.061 0.0072
C 1.337 2.279 5.371 0.0014
C 1.461 3.506 6.000 -0.0001
C 1.883 3.578 7.324 0.0009
C 2.180 2.414 8.014 0.0002
C 2.056 1.183 7.382 0.0015
H 4.140 -1.492 4.147 0.0021
H 3.959 -0.452 5.578 -0.0003
H 5.685 0.395 3.931 -0.0002
H 4.367 1.547 4.227 0.0007
H 6.241 1.052 1.773 0.0010
H 5.143 0.559 0.483 0.0007
H 4.164 -1.985 0.946 0.0016
H 4.988 -4.266 1.124 0.0000
H 7.326 -4.703 1.884 0.0000
H 8.802 -2.795 2.452 0.0000
H 7.953 -0.482 2.262 0.0001
H 1.749 -1.044 6.031 0.0016
H 0.502 -0.367 4.980 0.0009
H 1.006 2.223 4.340 0.0023
H 1.224 4.409 5.452 0.0000
H 1.980 4.541 7.811 0.0000
H 2.514 2.460 9.045 0.0000
H 2.290 0.271 7.922 0.0002
N 1.241 -1.869 -2.699 0.0026
C 0.546 -0.721 -3.008 0.0068
N 0.366 -0.321 -4.254 0.0001
N -0.374 0.801 -4.130 0.0084
N -0.653 1.031 -2.900 0.0021
N -0.064 0.081 -2.131 0.0068
C 1.489 -2.333 -1.432 0.0049
N 2.222 -3.418 -1.204 0.0006
N 2.160 -3.578 0.128 0.0038
N 1.447 -2.649 0.666 0.0001
N 0.996 -1.823 -0.305 0.0065
H 1.808 -2.258 -3.432 0.0002
```